Record 1
103
Properties=species:S:1:pos:R:3:mulliken_charge:R:1 method="wB97M-V/def2-TZVPD" spin_multiplicity=2 e_tot_ev=-93738.35332 charge=+1 e_lumo_ev="-2.7 / -2.7" relative_energy_ev=0.275 s2=0.92
V -0.116 0.357 0.606 1.1360
C -2.666 -4.085 -0.336 -2.0371
C -2.442 -3.093 0.812 1.1998
C -1.021 -3.168 1.350 -1.1502
C -2.873 -1.710 0.406 -0.6522
C -4.221 -1.422 0.146 -1.7446
C -4.249 -0.075 -0.110 -0.5330
N -2.995 0.396 -0.012 0.2406
N -2.143 -0.596 0.284 1.1389
B -2.697 1.900 -0.095 -0.9439
N -1.923 2.406 1.127 0.4757
C -2.318 3.419 1.915 -0.8914
C -1.367 3.602 2.893 -1.0351
C -0.387 2.639 2.628 -0.6498
N -0.746 1.940 1.549 1.2135
C 0.859 2.410 3.427 2.0385
C 0.564 2.535 4.928 -1.8189
C 1.934 3.423 3.016 -1.5289
N -1.896 2.232 -1.356 -0.1653
C -2.269 3.152 -2.257 -0.7569
C -1.274 3.262 -3.199 -1.1822
C -0.291 2.358 -2.776 -0.4936
N -0.688 1.734 -1.661 0.3908
C 1.021 2.125 -3.459 2.9479
C 0.802 1.462 -4.824 -1.7529
C 1.777 3.440 -3.664 -1.7011
H -2.487 -5.106 0.003 0.5070
H -3.691 -4.018 -0.694 0.4825
H -2.001 -3.866 -1.172 0.3207
H -3.126 -3.394 1.611 0.5839
H -0.378 -2.488 0.791 -0.3670
H -0.995 -2.856 2.389 0.1566
H -0.642 -4.189 1.303 0.7647
H -5.049 -2.101 0.168 0.6305
H -5.077 0.562 -0.351 0.5102
H -3.733 2.479 -0.138 -0.1409
H -3.232 3.953 1.743 0.5596
H -1.388 4.320 3.688 0.5891
H 1.219 1.397 3.221 -0.3646
H 0.384 3.573 5.203 0.4167
H -0.311 1.949 5.204 0.3738
H 1.408 2.166 5.507 0.3769
H 1.562 4.437 3.163 0.4105
H 2.826 3.289 3.624 0.4453
H 2.203 3.302 1.969 0.1927
H -3.199 3.670 -2.169 0.5344
H -1.262 3.897 -4.061 0.6207
H 1.629 1.480 -2.812 -0.9642
H 0.304 2.157 -5.498 0.4560
H 1.753 1.179 -5.276 0.4509
H 0.165 0.582 -4.737 0.4444
H 1.217 4.105 -4.318 0.3943
H 1.939 3.948 -2.716 0.2953
H 2.746 3.247 -4.121 0.4678
O 1.169 -1.646 4.009 -0.7805
C 0.415 -1.006 3.267 -0.1397
N 0.741 -0.646 2.017 0.3279
C 2.119 -0.914 1.697 -1.9089
C 2.632 0.228 0.881 0.6952
C 3.977 0.482 0.699 -0.8659
C 4.366 1.609 -0.016 -1.0463
C 3.369 2.459 -0.478 -1.1167
C 2.046 2.149 -0.234 -1.2336
N 1.662 1.028 0.397 1.6633
C -0.912 -0.561 3.789 0.5652
C -1.115 -0.617 5.168 -1.1117
C -2.332 -0.200 5.679 -0.6021
C -3.300 0.247 4.793 -0.9882
C -3.000 0.262 3.437 -0.2115
N -1.839 -0.130 2.940 0.8200
H 2.227 -1.870 1.146 0.0827
H 2.700 -1.032 2.626 0.7283
H 4.712 -0.176 1.137 0.5855
H 5.409 1.833 -0.173 0.4851
H 3.621 3.365 -1.003 0.5445
H 1.251 2.812 -0.549 0.8506
H -0.313 -0.974 5.798 0.5674
H -2.521 -0.224 6.741 0.4488
H -4.268 0.572 5.138 0.4896
H -3.734 0.597 2.716 0.3183
C 0.269 -4.082 -3.182 -0.8711
N 1.545 -4.180 -2.345 0.2916
C 2.696 -3.623 -3.167 -0.7953
N 2.405 -2.314 -3.600 0.2667
C 1.202 -2.311 -4.416 -0.8913
N 0.058 -2.767 -3.647 0.3797
C -0.330 -1.823 -2.612 -1.1031
P 0.969 -1.557 -1.291 2.6189
C 1.407 -3.416 -1.086 -1.8972
C 2.373 -1.323 -2.537 -1.3526
H -0.566 -4.405 -2.554 0.4478
H 0.381 -4.766 -4.029 0.3373
H 1.728 -5.163 -2.126 0.3637
H 2.835 -4.281 -4.031 0.3828
H 3.600 -3.638 -2.551 0.3865
H 1.351 -2.975 -5.274 0.3176
H 1.018 -1.305 -4.788 0.0335
H -1.266 -2.147 -2.148 0.3758
H -0.521 -0.846 -3.067 0.1116
H 0.654 -3.902 -0.462 0.5088
H 2.361 -3.465 -0.549 0.5814
H 3.335 -1.332 -2.015 0.5046
H 2.260 -0.344 -3.006 -0.0574

=====

Record 2
56
Properties=species:S:1:pos:R:3:mulliken_charge:R:1 method="wB97M-V/def2-TZVPD" smiles="Cc1cccc(N2CCN(C(=O)CCCn3c(=O)[nH]c4ccsc4c3=O)C[C@@H]2C)c1" e_tot_ev=-46176.64765 charge=0 e_lumo_ev=0.5 relative_energy_ev=0.386
C 7.343 1.577 0.160 -1.5610
C 6.402 0.425 -0.031 0.3604
C 6.880 -0.797 -0.487 -0.5724
C 6.008 -1.858 -0.643 -0.7501
C 4.666 -1.718 -0.352 -0.5037
C 4.155 -0.495 0.093 0.9605
N 2.809 -0.394 0.421 0.2888
C 2.314 0.722 1.189 -1.3759
C 1.772 1.841 0.285 -0.5603
N 0.730 1.285 -0.547 0.1857
C -0.573 1.644 -0.585 0.9910
O -1.375 1.046 -1.285 -0.7096
C -0.951 2.855 0.256 -0.9500
C -2.415 3.264 0.092 -1.0111
C -3.372 2.443 0.956 -1.1901
N -3.536 1.083 0.466 0.1184
C -4.372 0.945 -0.626 0.4143
O -4.992 1.868 -1.100 -0.6642
N -4.504 -0.329 -1.127 -0.0732
C -3.866 -1.406 -0.586 0.1356
C -3.969 -2.760 -0.978 -0.9688
C -3.220 -3.567 -0.179 -0.2234
S -2.374 -2.719 1.051 -0.0723
C -3.030 -1.220 0.495 0.4057
C -2.748 0.086 1.034 0.5479
O -1.938 0.329 1.908 -0.6915
C 1.205 0.176 -1.347 -1.6647
C 1.805 -0.944 -0.474 0.0494
C 0.715 -1.690 0.293 -1.2191
C 5.052 0.565 0.249 -0.2735
H 7.949 1.420 1.053 0.3110
H 8.019 1.666 -0.688 0.3765
H 6.801 2.513 0.277 0.3469
H 7.930 -0.914 -0.713 0.4183
H 6.379 -2.814 -0.985 0.3688
H 4.014 -2.573 -0.448 0.4484
H 3.099 1.095 1.845 0.6142
H 1.492 0.363 1.817 0.3605
H 1.403 2.663 0.893 0.4227
H 2.574 2.213 -0.367 0.3221
H -0.312 3.687 -0.048 0.7677
H -0.757 2.624 1.306 0.3640
H -2.712 3.161 -0.952 0.4309
H -2.525 4.311 0.380 0.3951
H -4.359 2.910 0.944 0.4825
H -3.002 2.372 1.982 0.5007
H -5.073 -0.427 -1.956 0.2507
H -4.567 -3.106 -1.801 0.4081
H -3.119 -4.632 -0.243 0.5184
H 0.360 -0.203 -1.924 0.5724
H 1.976 0.547 -2.034 0.4019
H 2.300 -1.645 -1.151 0.5148
H 0.058 -1.002 0.818 -0.0795
H 1.162 -2.367 1.016 0.3241
H 0.116 -2.269 -0.406 0.5994
H 4.704 1.531 0.584 0.1366

=====

Record 3
157
Properties=species:S:1:pos:R:3:mulliken_charge:R:1 method="wB97M-V/def2-TZVPD" e_tot_ev=-672678.79206 charge=-1 e_lumo_ev=1.1
C -1.325 0.210 3.536 -0.8394
C -1.210 -0.309 1.959 0.6029
C -0.725 0.705 0.739 -0.1520
C -1.588 -1.729 1.575 -0.6602
C -3.130 -1.952 1.067 0.8878
C -4.266 -1.722 2.274 -0.7911
C -5.584 -1.095 1.529 0.3238
C -6.328 -2.311 0.707 -0.1710
C -6.690 -0.412 2.530 -0.3026
C -7.738 0.430 1.535 -0.1008
C -7.544 2.073 1.714 -0.2014
I -8.479 2.919 -0.120 -0.2874
H -0.245 0.491 3.895 0.0094
H -1.778 -0.712 4.142 0.2476
H -2.088 1.118 3.565 0.3348
H -1.703 1.148 0.218 -0.2286
H -0.149 0.117 -0.123 -0.0206
H -0.101 1.616 1.161 0.3247
H -0.831 -2.633 1.633 -0.1385
H -3.317 -1.154 0.200 -0.3954
H -3.307 -3.007 0.539 0.0409
H -4.460 -2.807 2.730 0.1787
H -3.803 -1.056 3.118 0.1824
H -5.217 -0.256 0.785 0.2461
H -7.352 -2.626 1.210 -0.3414
H -6.567 -1.897 -0.367 -0.0005
H -5.637 -3.265 0.642 0.2870
H -7.359 -1.247 3.032 0.1625
H -6.235 0.271 3.372 0.1276
H -8.835 0.108 1.798 0.1447
H -7.470 0.218 0.392 -0.0342
H -8.175 2.448 2.625 -0.3359
C 3.002 1.549 -0.296 0.6026
Cl 3.478 0.288 0.848 -0.0851
Cl 2.021 0.881 -1.607 -0.0116
H 2.421 2.308 0.232 0.2495
H 3.901 2.002 -0.721 -0.7674
C -1.284 3.702 -1.404 -0.1609
Cl -2.317 3.196 -0.062 -0.1343
Cl 0.399 3.862 -0.885 -0.1232
H -1.341 2.954 -2.198 0.0636
H -1.634 4.666 -1.779 0.3752
C 3.699 -0.936 4.406 -0.0388
Cl 3.403 -0.363 6.052 -0.0868
Cl 2.182 -1.154 3.526 0.0015
H 4.314 -0.202 3.879 0.2427
H 4.225 -1.893 4.451 -0.2188
C 6.399 3.334 -1.645 -0.4447
Cl 6.103 3.907 0.001 -0.1371
Cl 4.882 3.116 -2.525 -0.0379
H 7.014 4.068 -2.172 0.3787
H 6.925 2.378 -1.600 0.1996
C -3.190 -1.688 -2.723 0.1817
Cl -3.892 -0.069 -2.819 -0.1908
Cl -4.444 -2.912 -2.492 -0.1586
H -2.654 -1.899 -3.652 0.4450
H -2.496 -1.726 -1.880 -0.2582
C 2.102 3.258 7.615 0.0037
Cl 2.578 1.997 8.759 -0.1752
Cl 1.121 2.591 6.305 -0.0719
H 1.521 4.017 8.144 0.3723
H 3.001 3.712 7.191 -0.1478
C -11.263 4.018 -3.248 -0.1134
Cl -9.661 4.765 -3.238 -0.1012
Cl -11.143 2.257 -3.355 -0.1451
H -11.786 4.283 -2.326 0.2581
H -11.824 4.389 -4.110 0.0449
C 1.922 3.710 -4.973 0.2200
Cl 1.219 5.329 -5.069 -0.1712
Cl 0.668 2.485 -4.742 -0.1110
H 2.457 3.499 -5.902 0.3168
H 2.616 3.672 -4.130 -0.2399
C 5.308 -0.868 -3.675 0.0358
Cl 6.519 0.418 -3.608 -0.2043
Cl 5.017 -1.552 -2.071 -0.0889
H 4.372 -0.456 -4.061 0.1343
H 5.665 -1.659 -4.339 0.1138
C -1.345 -4.778 -1.341 0.2749
Cl -0.625 -5.038 0.253 -0.1353
Cl -0.434 -3.574 -2.261 -0.0967
H -1.343 -5.722 -1.891 0.0149
H -2.372 -4.426 -1.215 -0.0624
C 3.214 -3.657 -5.212 -0.2589
Cl 4.718 -3.902 -6.108 -0.0501
Cl 2.549 -2.046 -5.512 -0.1582
H 2.485 -4.407 -5.528 0.2780
H 3.415 -3.765 -4.143 0.2364
C 3.535 6.584 5.781 -0.1607
Cl 3.765 5.306 4.581 -0.0906
Cl 3.859 5.989 7.414 -0.1357
H 4.220 7.406 5.560 0.0651
H 2.503 6.939 5.730 0.3438
C -12.665 7.565 -4.054 -0.2359
Cl -12.435 6.287 -5.254 -0.1602
Cl -12.341 6.970 -2.421 -0.1225
H -11.980 8.388 -4.275 0.2560
H -13.697 7.920 -4.105 0.2836
C 9.070 2.958 2.339 0.2836
Cl 9.318 1.735 1.087 -0.1640
Cl 10.614 3.558 2.957 -0.1769
H 8.509 3.793 1.913 0.1386
H 8.505 2.515 3.162 -0.0612
C -10.426 -4.148 1.646 -0.3215
Cl -9.926 -2.515 1.188 -0.0551
Cl -9.188 -5.335 1.220 -0.1679
H -10.593 -4.179 2.725 0.2444
H -11.352 -4.396 1.121 0.2934
C 7.041 6.780 6.074 0.0371
Cl 8.544 6.535 5.177 -0.1378
Cl 6.376 8.391 5.773 -0.2154
H 6.312 6.030 5.758 0.1049
H 7.242 6.672 7.142 0.1901
C 2.725 -6.697 -7.716 -0.3743
Cl 2.553 -6.339 -5.993 -0.0474
Cl 1.255 -7.437 -8.362 -0.1757
H 2.921 -5.767 -8.255 0.2543
H 3.561 -7.387 -7.854 0.3122
C 10.815 5.907 8.420 -0.2810
Cl 10.979 7.538 7.757 -0.1389
Cl 9.140 5.351 8.332 -0.1204
H 11.447 5.225 7.847 0.2551
H 11.134 5.915 9.465 0.3008
C 1.870 -9.225 -11.824 -0.2277
Cl 2.118 -10.448 -13.076 -0.1621
Cl 3.414 -8.625 -11.206 -0.1410
H 1.309 -8.389 -12.249 0.2841
H 1.305 -9.668 -11.000 0.2449
C 7.548 -0.796 4.940 -0.3446
Cl 6.846 0.823 4.845 -0.1415
Cl 6.294 -2.021 5.172 -0.1031
H 8.084 -1.007 4.011 0.2483
H 8.242 -0.834 5.783 0.3516
C -7.152 0.063 -4.162 0.2218
Cl -7.854 1.682 -4.258 -0.0925
Cl -8.406 -1.162 -3.931 -0.1926
H -6.616 -0.148 -5.091 0.3027
H -6.458 0.025 -3.319 -0.2450
C 8.373 -4.963 -6.051 -0.1636
Cl 7.203 -4.469 -7.281 -0.1608
Cl 8.596 -6.716 -6.052 -0.1590
H 9.332 -4.482 -6.260 0.3063
H 8.010 -4.651 -5.069 0.1773
C -7.175 3.776 5.560 -0.1763
Cl -7.347 4.134 7.282 -0.1953
Cl -8.645 3.036 4.914 -0.1665
H -6.979 4.706 5.021 0.2740
H -6.339 3.086 5.421 0.2150
C 1.493 -7.338 -2.205 -0.3540
Cl -0.189 -7.836 -2.427 -0.1701
Cl 1.965 -6.136 -3.413 -0.0399
H 1.607 -6.904 -1.209 0.2297
H 2.139 -8.213 -2.302 0.3325
C 4.815 -4.671 3.016 -0.3091
Cl 4.979 -3.040 2.353 -0.0363
Cl 3.140 -5.228 2.929 -0.1346
H 5.447 -5.353 2.443 0.3251
H 5.134 -4.664 4.061 0.2242